[1]
This record from OMol25 describes a molecular structure, C24H50AsF5N2O2PtSi3Te. The level of theory is the ωB97M-V functional and the def2-TZVPD basis.

```
89
Properties=species:S:1:pos:R:3:forces:R:3
Pt 0.383850 -0.547088 -0.741287 0.36 -0.30 0.02
C -4.692280 3.200643 -1.310815 -0.05 0.02 -0.05
Si -3.713679 3.389419 0.241074 -0.02 0.01 0.03
C -2.283900 4.560987 0.041215 0.01 0.02 -0.02
C -4.724738 3.790678 1.737068 -0.02 0.00 0.03
As -0.218671 1.169535 1.214751 -0.24 0.10 0.20
Si -0.166778 1.784008 3.669361 0.05 0.10 0.06
C -0.662155 3.557188 3.870343 -0.06 -0.04 -0.02
C -1.392940 0.641694 4.426748 -0.02 -0.08 0.01
C 1.594354 1.414418 4.133620 0.03 0.03 -0.04
Si 1.952606 2.042307 -0.040084 0.08 -0.21 -0.09
C 2.063767 2.200167 -1.869576 0.04 0.14 -0.02
C 1.387075 3.675636 0.637548 -0.10 0.10 -0.05
C 3.400569 1.338227 0.868658 0.06 -0.03 -0.01
H -5.143763 4.155863 -1.590478 0.00 -0.02 -0.01
H -5.502373 2.479455 -1.186130 0.02 0.00 0.00
H -4.061740 2.872461 -2.139347 -0.01 0.00 0.00
H -2.648317 5.572212 -0.155257 0.02 -0.01 -0.01
H -1.648223 4.269404 -0.799298 -0.02 0.01 0.02
H -1.676242 4.609318 0.948340 0.02 0.00 0.00
H -5.654423 3.220009 1.764145 0.02 -0.01 0.00
H -4.984684 4.851511 1.754457 -0.01 -0.01 0.00
H -4.172491 3.567783 2.653284 -0.01 0.02 0.00
H -1.578312 3.789697 3.325416 0.01 0.00 0.00
H 0.102028 4.289262 3.620412 0.05 0.00 -0.06
H -0.885934 3.674752 4.936922 0.00 0.02 -0.02
H -2.407289 0.838624 4.085864 -0.01 0.00 -0.01
H -1.344493 0.832356 5.505307 -0.01 -0.02 -0.01
H -1.178542 -0.411470 4.251840 0.01 0.00 -0.01
H 2.282650 2.198138 3.815489 0.00 -0.01 -0.01
H 1.940725 0.459428 3.735045 0.00 0.00 0.03
H 1.641633 1.358551 5.226010 0.01 0.01 -0.01
H 1.093062 2.378150 -2.331807 0.02 0.01 0.02
H 2.527262 1.356439 -2.364639 0.05 -0.03 0.01
H 2.687290 3.087865 -2.033537 -0.01 0.02 0.03
H 0.583899 4.113287 0.040741 0.06 -0.02 0.06
H 2.263645 4.329908 0.553035 -0.01 -0.01 -0.03
H 1.094973 3.683162 1.683196 -0.02 0.02 0.14
H 3.321468 0.269051 1.052869 -0.01 -0.02 -0.01
H 3.555333 1.860912 1.812614 -0.01 0.00 0.00
H 4.284979 1.494500 0.242616 0.00 -0.01 0.04
F -3.016039 1.926407 0.536015 0.04 0.03 0.02
Te -2.707685 -1.000972 0.769892 -0.20 0.03 -0.35
F -3.451533 -0.043176 2.264162 0.02 0.05 0.11
F -2.628586 -2.415792 2.007625 0.01 -0.01 0.00
F -1.607900 0.197096 -0.972493 -0.18 0.06 0.08
F -1.668427 -2.333062 -0.276340 -0.01 -0.10 0.07
O -0.995948 -0.436625 1.474206 0.24 0.09 0.06
O 0.801782 -0.087209 -2.902850 -0.06 0.03 -0.06
C 0.915710 -0.852549 -3.872043 -0.22 -0.14 -0.01
C 0.874457 -0.305973 -5.258289 0.03 -0.02 -0.04
C -0.650465 -0.239111 -5.558237 0.01 -0.02 0.04
C -1.476459 -1.503118 -5.248288 -0.02 0.00 0.00
C -1.659129 -1.858338 -3.757428 0.03 0.05 0.00
C -0.486786 -2.650597 -3.163088 0.02 0.00 0.02
N 0.791834 -2.200216 -3.756120 0.03 0.07 -0.03
H 1.371068 -0.977801 -5.960279 0.01 0.01 0.00
H 1.320868 0.683475 -5.320852 0.01 0.00 0.00
H -0.765663 0.003239 -6.614455 0.02 0.01 0.00
H -1.066286 0.595958 -4.989268 0.00 0.00 -0.01
H -1.075463 -2.362231 -5.798088 0.00 0.00 0.00
H -2.466944 -1.328556 -5.669018 0.00 -0.01 -0.01
H -2.567888 -2.448471 -3.632696 0.01 -0.01 0.00
H -1.809031 -0.938733 -3.182702 0.00 -0.03 -0.02
H -0.569983 -3.712874 -3.387497 0.01 -0.01 -0.01
H -0.456606 -2.563954 -2.074468 0.01 -0.02 -0.05
H 0.963277 -2.663564 -4.636424 0.01 -0.01 -0.02
C 0.713293 -5.556924 1.671288 0.02 -0.03 0.01
N 0.972595 -4.224131 2.144161 0.00 -0.01 0.00
C 1.309596 -4.003392 3.524988 -0.01 0.01 0.00
C 0.811503 -3.093765 1.264150 0.05 0.06 0.00
C 2.093678 -2.740736 0.500935 -0.03 0.02 -0.08
C 3.224604 -3.538478 0.643445 -0.02 0.04 0.01
C 4.367211 -3.289104 -0.100328 0.04 -0.04 0.02
C 4.362803 -2.250649 -1.012176 0.03 0.02 -0.03
C 3.231550 -1.458720 -1.151452 -0.05 0.05 0.07
C 2.074438 -1.650619 -0.393316 0.01 -0.14 0.01
H -0.226274 -5.906339 2.118321 0.00 0.01 -0.02
H 1.507353 -6.227689 2.004718 -0.01 0.01 0.00
H 0.629877 -5.558698 0.588960 0.00 0.00 0.00
H 1.654372 -4.922588 3.990323 -0.01 -0.01 -0.01
H 0.408635 -3.649374 4.040953 0.01 0.00 0.01
H 2.071941 -3.225516 3.584777 -0.01 0.01 0.00
H 0.475179 -2.247435 1.860868 -0.02 0.03 0.08
H 0.017738 -3.346051 0.562353 -0.05 0.03 -0.04
H 3.232296 -4.374223 1.334444 0.00 0.00 0.00
H 5.242069 -3.913311 0.023084 -0.01 0.01 0.00
H 5.236888 -2.056402 -1.620337 -0.01 0.00 0.00
H 3.257277 -0.667555 -1.886871 -0.02 0.11 -0.05
```
Positions in Å, forces in eV/Å.

Calculated values
⟨S²⟩ = 6.018
Kohn-Sham gap (alpha / beta) = 0.28033 / 0.21881 Eh
LUMO (alpha / beta) = -0.19900 / -0.28898 Eh
HOMO level (alpha / beta) = -13.043 / -13.818 eV
Energy above the lowest of the compared OMol25 structures with the same formula, charge and spin = 32.6 kcal per mole
Total energy = -5194.9295 hartree
Total charge = +2
Spin multiplicity = 5



[2]
This record from OMol25 describes a molecular structure, C24H50AsF6IrN6Si2Te at a distorted geometry. The level of theory is the ωB97M-V functional and the def2-TZVPD basis.

```
91
Properties=species:S:1:pos:R:3:forces:R:3
Ir 0.692088 0.720525 0.442824 0.76 0.65 0.37
C 4.232681 -1.853051 1.520751 0.01 -0.02 -0.01
N 2.979038 -1.307817 2.056449 0.01 0.08 -0.01
C 1.872756 -2.259064 2.131908 -0.03 -0.03 0.00
C 2.819598 -0.025521 2.344570 0.05 -0.14 0.06
N 1.529632 0.511926 2.240797 -0.10 0.09 -0.01
C 1.008976 1.258769 3.248086 -0.03 -0.06 0.07
C 1.437139 1.232512 4.591712 -0.01 0.03 0.03
C 0.841290 2.067575 5.492441 0.06 -0.05 -0.01
C -0.178481 2.973126 5.084158 -0.05 0.03 -0.05
C -0.629601 3.001992 3.793152 0.01 0.03 0.03
C -0.067063 2.118898 2.849306 -0.09 -0.06 0.04
N -0.394056 2.022676 1.529789 -0.06 -0.02 -0.18
C -1.367844 2.877845 0.995382 -0.02 0.04 -0.02
N -2.615865 2.778677 1.435775 0.05 0.03 -0.01
C -3.095043 1.586623 2.139208 -0.01 -0.02 0.01
C -3.555113 3.913031 1.458599 -0.01 0.01 0.01
N -0.989944 3.730379 0.055954 -0.03 -0.09 0.01
C -1.902371 4.285058 -0.952012 0.00 0.01 -0.01
C 0.405574 4.158412 -0.096564 0.02 0.04 0.01
N 3.823367 0.765027 2.696032 -0.07 -0.05 0.00
C 5.021062 0.263262 3.388786 0.04 0.00 0.00
C 3.794055 2.220065 2.527180 0.01 0.03 -0.02
H 3.972994 -2.521008 0.700583 0.00 0.00 0.00
H 4.779167 -2.421541 2.271674 0.00 0.00 -0.01
H 4.853635 -1.051811 1.131543 0.00 -0.01 0.00
H 2.234159 -3.170795 2.606167 -0.01 0.00 0.00
H 1.521043 -2.505465 1.127280 0.00 0.00 0.01
H 1.057080 -1.856690 2.725592 0.00 -0.01 -0.01
H 2.217380 0.550907 4.903432 -0.01 -0.01 0.00
H 1.143387 2.049659 6.531017 0.01 0.01 0.00
H -0.601988 3.648082 5.816002 -0.01 0.00 0.00
H -1.398379 3.705123 3.504526 0.00 0.00 0.00
H -2.510489 0.713580 1.858775 0.00 0.00 0.01
H -4.135599 1.428786 1.860436 0.00 -0.01 0.00
H -3.045732 1.725598 3.220514 -0.01 0.00 0.00
H -3.026273 4.847769 1.303150 0.00 0.00 0.00
H -4.015067 3.936015 2.446308 0.00 0.00 0.00
H -4.341644 3.798590 0.714552 0.00 0.00 0.00
H -2.806341 3.687392 -1.014007 -0.01 0.00 0.00
H -1.386627 4.251333 -1.910795 0.00 0.00 0.00
H -2.155430 5.322141 -0.736872 0.00 0.00 0.00
H 0.983013 3.911037 0.788817 0.00 0.00 0.00
H 0.416956 5.240271 -0.223817 0.00 0.00 0.00
H 0.849885 3.698172 -0.979240 0.00 0.00 0.01
H 4.826296 -0.716301 3.814907 0.01 0.00 0.00
H 5.243680 0.959806 4.196240 0.00 -0.01 0.01
H 5.881727 0.220150 2.723070 0.00 0.00 0.01
H 2.983637 2.515700 1.866789 0.01 0.00 -0.01
H 4.736790 2.527405 2.076093 0.00 0.00 0.01
H 3.690273 2.712563 3.494619 -0.01 0.00 -0.01
F 2.019698 -0.516283 -0.655302 -0.04 -0.06 -0.05
As 2.493979 0.602577 -2.072143 -0.14 -0.15 0.12
F 2.852310 1.748660 -0.819640 -0.04 -0.10 -0.10
F 4.026911 -0.073128 -2.046629 0.03 -0.01 -0.07
F 2.670705 1.669686 -3.346841 -0.01 0.07 0.00
F 1.825868 -0.653696 -3.070603 0.03 0.14 -0.02
F 0.748613 1.163262 -1.806909 -0.21 -0.20 0.06
C -3.035782 -4.626018 -0.870828 0.00 0.08 0.02
Si -3.240907 -2.928712 -0.140786 -0.09 0.00 0.11
C -4.947815 -2.551776 0.480801 0.08 -0.03 -0.05
C -1.910998 -2.545978 1.152579 0.01 0.01 -0.05
C -2.880546 -1.651521 -1.568772 0.00 -0.12 -0.07
Te -0.843987 -1.669840 -2.043633 -0.13 -0.12 -0.28
C -0.948847 -1.304391 -4.144816 -0.05 -0.14 -0.09
Si 0.019271 -2.432769 -5.333497 0.35 0.20 0.21
C -1.344409 -3.044565 -6.862505 -0.13 -0.08 -0.16
C 1.086346 -1.480062 -6.539428 -0.17 -0.18 0.10
C 0.694382 -3.958669 -4.557288 -0.14 -0.01 -0.13
H -3.182090 -5.386108 -0.100188 0.00 0.00 0.01
H -2.039864 -4.793400 -1.292832 0.01 0.00 0.00
H -3.777158 -4.818091 -1.649020 0.00 0.01 -0.01
H -5.287796 -3.366074 1.125243 0.01 0.00 0.02
H -5.675075 -2.460893 -0.327457 0.00 -0.01 -0.01
H -4.975028 -1.635138 1.073007 0.00 0.01 -0.03
H -1.202722 -3.369576 1.264776 0.01 -0.01 -0.01
H -2.372567 -2.386503 2.129198 -0.01 -0.02 0.01
H -1.328634 -1.637871 0.927635 -0.04 0.00 0.03
H -3.133396 -0.643114 -1.226074 0.06 0.01 0.02
H -3.434450 -1.857982 -2.485339 -0.05 0.03 0.02
H -0.541147 -0.295010 -4.262828 -0.01 0.01 -0.01
H -2.012220 -1.256601 -4.388830 0.00 -0.01 -0.02
H -1.819837 -2.138136 -7.221431 0.00 0.03 0.04
H -1.905697 -3.665385 -6.157679 0.02 0.01 0.05
H -0.726235 -3.570700 -7.583356 0.05 -0.02 0.03
H 0.567047 -1.002175 -7.367416 -0.01 0.07 0.04
H 1.838888 -2.166584 -6.929820 0.04 0.03 -0.02
H 1.546089 -0.707761 -5.908248 0.07 0.00 -0.04
H -0.091772 -4.616976 -4.178066 0.00 0.02 0.05
H 1.346920 -3.686477 -3.720340 0.01 0.03 -0.01
H 1.292545 -4.533617 -5.266335 0.00 0.02 -0.02
```
Positions in Å, forces in eV/Å.

Calculated values
⟨S²⟩ = 6.023
Kohn-Sham gap (alpha / beta) = 0.28296 / 0.17737 Eh
LUMO (alpha / beta) = -0.38398 / -0.51185 Eh
HOMO level (alpha / beta) = -18.148 / -18.754 eV
Energy above the lowest of the compared OMol25 structures with the same formula, charge and spin = 7.4 kcal per mole
Total energy = -5057.9392 hartree
Total charge = +4
Spin multiplicity = 5